Here is C11H11O4 as an isolated structure from the Open Molecules 2025 dataset. Energies are from ωB97M-V with the def2-TZVPD basis set.

Properties
HOMO level (alpha / beta), eV: -12.35 / -12.40
F_max, Eh/bohr: 0.112
DFT total energy, hartree: -726.2618
Kohn-Sham gap (alpha / beta), eV: 6.2 / 6.5
ΔE to the lowest compared entry with this formula, charge and spin, kcal/mol: 0.00

The geometry in ORCA input format:
```
! RIJCOSX wB97M-V def2-TZVPD def2/J DEFGRID3
* xyz 1 1
C 2.60 0.05 -0.45
C 0.59 -0.83 -1.62
C 1.28 -0.30 -0.53
C -0.78 -0.95 -1.45
C -1.49 -0.45 -0.32
C -0.86 0.36 0.72
C 0.48 0.21 0.50
C 2.82 0.83 0.72
C 4.13 1.08 1.14
C -2.66 -1.98 -2.63
C -1.03 1.54 2.83
O 1.79 1.09 1.49
O -2.85 -0.52 -0.34
O -1.31 -1.55 -2.50
O -1.61 0.93 1.66
H 3.42 -0.09 -1.07
H 1.15 -1.08 -2.44
H 4.38 1.62 2.12
H 5.01 0.83 0.65
H -3.22 -1.11 -2.89
H -3.19 -2.12 -1.69
H -2.87 -2.77 -3.31
H -0.78 2.49 2.53
H 0.02 0.99 3.05
H -1.91 1.52 3.58
H -3.09 0.20 0.25
*
```

Here are the Löwdin charges for atoms 1 to 8, given in e: atom 1 (C): 0.1478, atom 2 (C): 0.1242, atom 3 (C): -0.1768, atom 4 (C): -0.1839, atom 5 (C): -0.0670, atom 6 (C): -0.1538, atom 7 (C): 0.1757, atom 8 (C): -0.3980